{"formula": "C11H18BrN3O9P2W", "method": "wB97M-V/def2-TZVPD", "elements": ["W", "O", "C", "C", "C", "N", "C", "Br", "C", "H", "H", "H", "H", "O", "P", "O", "O", "O", "P", "O", "O", "O", "H", "H", "C", "N", "C", "C", "C", "N", "C", "C", "O", "H", "H", "H", "H", "H", "H", "H", "H", "H", "H", "H", "H"], "xyz": [[-0.94852, 0.43552, 0.91376], [3.51924, -0.08907, 4.97940], [2.58648, -0.14853, 4.10090], [1.76242, -1.28281, 3.85265], [0.78878, -1.21930, 2.91305], [0.59320, -0.08306, 2.14331], [1.41120, 0.98262, 2.40182], [0.89688, 2.43753, 1.28667], [2.37742, 1.04226, 3.33161], [3.67233, -0.89253, 5.51379], [1.88997, -2.19521, 4.42360], [0.12726, -2.05273, 2.72748], [2.98286, 1.92350, 3.51000], [-4.15779, -1.96715, 1.32346], [-3.23357, -0.79898, 1.24051], [-2.54815, -0.38587, -0.08683], [-1.84577, -1.01451, 1.96608], [-3.88805, 0.55197, 1.81378], [-2.91276, 1.86111, 1.91863], [-3.70642, 3.07538, 2.26667], [-1.68540, 1.36199, 2.68297], [-2.17185, 1.97274, 0.53021], [-5.13452, -2.04284, 1.30418], [-4.32415, 3.28876, 2.99544], [-0.27595, 2.28533, -2.62529], [0.22849, 0.92602, -2.86799], [0.68417, 0.65082, -4.26516], [1.75031, -0.42302, -4.25794], [1.25246, -1.65066, -3.52665], [0.70744, -1.26523, -2.18665], [0.66208, -2.30303, -1.15068], [0.29517, -0.03730, -1.99305], [-0.12840, 0.25004, -0.69734], [-0.95561, 2.53916, -3.43709], [0.55728, 2.98766, -2.62882], [-0.82653, 2.34990, -1.69171], [1.06334, 1.59419, -4.65392], [-0.19358, 0.36694, -4.84912], [2.66456, -0.04666, -3.79515], [1.99665, -0.69321, -5.28440], [2.05895, -2.35726, -3.34017], [0.45777, -2.16516, -4.06992], [0.81105, -3.26287, -1.63799], [-0.31972, -2.34119, -0.67559], [1.45895, -2.16529, -0.41849]], "forces_ev_per_a": [[-0.02, 0.34, -0.56], [-0.02, -0.01, -0.01], [0.06, 0.02, 0.02], [-0.02, -0.02, 0.00], [0.01, 0.01, -0.01], [0.03, -0.04, 0.12], [-0.03, 0.11, 0.15], [-0.09, -0.08, 0.02], [0.00, -0.10, -0.08], [0.00, 0.01, 0.00], [0.00, 0.00, 0.00], [0.00, 0.00, 0.00], [0.01, -0.01, -0.01], [0.00, -0.05, -0.04], [0.08, 0.04, 0.00], [-0.01, -0.04, 0.09], [0.00, 0.00, -0.02], [0.01, -0.02, -0.01], [0.01, -0.07, 0.05], [0.07, 0.08, -0.02], [-0.04, 0.02, 0.04], [0.09, -0.08, 0.06], [-0.01, 0.02, 0.03], [-0.04, -0.03, -0.01], [0.01, 0.00, 0.02], [0.00, 0.01, -0.04], [0.00, 0.00, 0.00], [0.00, 0.00, 0.01], [0.00, 0.00, 0.00], [0.04, -0.03, -0.02], [-0.02, -0.01, 0.02], [-0.06, 0.07, 0.02], [-0.08, -0.16, 0.22], [0.00, 0.00, 0.00], [-0.01, 0.00, 0.00], [-0.01, -0.01, -0.01], [0.01, 0.00, 0.00], [0.00, 0.00, 0.00], [0.00, 0.00, -0.01], [0.00, 0.00, 0.00], [0.01, 0.00, 0.00], [0.00, 0.00, 0.00], [0.01, 0.00, 0.00], [0.00, 0.01, 0.00], [0.00, 0.00, 0.00]], "gap_ev": 5.00, "energy_ev": -125005.7163, "homo_ha": -0.7858, "largest_force_ev_per_a": 0.65, "lumo_energy_ev": -16.38, "total_charge": 4}

{"formula": "C11H18ClGdIN2O2P", "method": "wB97M-V/def2-TZVPD", "elements": ["C", "I", "H", "H", "H", "Gd", "P", "C", "C", "H", "H", "H", "C", "H", "H", "H", "H", "H", "H", "C", "O", "Cl", "N", "C", "O", "C", "C", "C", "N", "C", "C", "H", "H", "H", "H", "H", "H"], "xyz": [[-0.67609, -2.90859, -2.34252], [2.38645, -1.48696, -2.68899], [-1.78105, -2.93593, -2.20708], [-0.18894, -3.79668, -1.91255], [-0.43875, -2.86195, -3.41662], [-0.15059, -1.04543, -1.15788], [-0.13223, 1.31277, -2.74181], [1.29074, 1.96878, -3.66695], [-1.34505, 1.03514, -4.08031], [-1.65752, 2.53883, -1.34645], [-1.09544, 3.51880, -2.74966], [-0.03179, 3.27830, -1.31918], [-0.79404, 2.82120, -1.95973], [-2.32616, 0.80864, -3.65215], [-1.38427, 1.94656, -4.68473], [0.92585, 2.57268, -4.50926], [1.89707, 1.13369, -4.04251], [-1.02562, 0.18638, -4.69407], [1.91408, 2.58394, -3.00640], [1.91347, 0.66888, -0.72570], [2.91398, 1.14482, -0.41546], [-2.57224, -0.30046, -0.89848], [0.69725, -0.19285, 6.35211], [0.14840, -1.19052, 5.59834], [-0.26760, -2.21615, 6.12519], [0.09913, -0.99325, 4.11674], [0.66552, 0.09999, 3.42930], [0.61960, 0.12255, 2.03335], [0.03880, -0.86845, 1.31031], [-0.58906, -1.87940, 1.96796], [-0.57403, -1.95546, 3.35769], [0.67772, -0.34225, 7.34830], [0.87635, 0.73769, 6.01959], [1.14520, 0.93937, 3.92944], [1.05743, 0.94694, 1.46232], [-1.13448, -2.60639, 1.34997], [-1.10210, -2.78523, 3.81786]], "forces_ev_per_a": [[-1.68, -3.91, -2.51], [0.94, -0.50, -1.01], [0.56, 0.70, 0.45], [0.27, 0.56, 0.38], [0.19, 0.55, 0.41], [-1.36, 2.66, 2.98], [-0.68, 0.86, -1.28], [0.41, -0.29, 0.08], [0.04, -0.41, 0.21], [0.09, 0.23, -0.15], [0.10, -0.13, 0.14], [-0.18, 0.02, -0.12], [0.01, -0.43, 0.63], [0.13, 0.10, -0.11], [-0.08, -0.19, 0.01], [0.17, -0.11, 0.28], [-0.06, 0.38, -0.14], [-0.10, 0.19, -0.08], [-0.06, -0.09, -0.23], [3.34, 1.50, 1.92], [-3.11, -1.21, -1.17], [1.07, -0.33, -0.27], [-0.20, -0.30, -0.59], [-0.14, -0.36, 2.07], [0.34, 0.81, -1.17], [-0.07, 0.35, -1.21], [-0.19, -0.33, -0.41], [-0.25, -0.55, 0.26], [0.01, -0.05, -0.13], [0.44, 0.85, 0.22], [-0.16, -0.33, -0.56], [0.01, 0.04, 0.04], [0.00, -0.06, 0.02], [-0.07, -0.31, -0.05], [-0.21, -0.32, 0.47], [0.25, 0.21, 0.38], [0.24, 0.18, 0.26]], "gap_ev": [7.78, 3.71], "energy_ev": -69498.4598, "multiplicity": 8, "homo_ha": [-0.5549, -0.5549], "e_above_lowest_kj_mol": 798.1, "largest_force_ev_per_a": 4.94, "lumo_energy_ev": [-7.32, -11.39], "total_charge": 2}

{"formula": "C11H18ClIIrN2O2P", "method": "wB97M-V/def2-TZVPD", "elements": ["C", "I", "H", "H", "H", "Ir", "P", "C", "C", "H", "H", "H", "C", "H", "H", "H", "H", "H", "H", "C", "O", "Cl", "N", "C", "O", "C", "C", "C", "C", "N", "C", "H", "H", "H", "H", "H", "H"], "xyz": [[-0.29256, -3.44087, -2.79170], [1.04879, -1.69014, -2.57616], [-1.27201, -3.06790, -2.48553], [0.15690, -4.17864, -2.12278], [-0.25395, -3.77916, -3.83507], [0.12004, -0.13470, -0.86775], [-0.34644, 1.53585, -2.30741], [1.16885, 2.00233, -3.18722], [-1.53286, 1.09724, -3.60819], [-1.83216, 2.88843, -0.94614], [-1.17900, 3.81794, -2.32833], [-0.15848, 3.50837, -0.90513], [-0.93830, 3.08386, -1.54789], [-2.51878, 0.94840, -3.15494], [-1.57355, 1.91189, -4.34329], [0.90517, 2.68130, -4.00567], [1.66134, 1.11262, -3.59175], [-1.23089, 0.17186, -4.10942], [1.85406, 2.51241, -2.50230], [1.77778, 0.52848, -0.33695], [2.78375, 0.94981, 0.06222], [-2.24766, -0.04378, -0.65182], [0.92931, 0.10348, 5.83803], [0.92450, 0.53001, 4.53753], [1.28034, 1.67295, 4.25798], [0.46031, -0.42487, 3.48006], [-0.04393, -1.69216, 3.76222], [-0.54102, -2.49763, 2.73758], [-0.50623, -2.02901, 1.41099], [0.07854, -0.84864, 1.13975], [0.49429, -0.02653, 2.13093], [1.24990, 0.75579, 6.52309], [0.68366, -0.80384, 6.15896], [-0.06082, -2.03740, 4.78593], [-0.93836, -3.48034, 2.93256], [-0.95706, -2.60468, 0.59749], [0.84649, 0.96727, 1.85007]], "forces_ev_per_a": [[0.23, 0.21, 0.01], [0.48, -2.15, -1.56], [0.22, -0.21, -0.05], [-0.24, 0.21, -0.06], [0.07, 0.39, 0.32], [-2.46, -0.18, 3.10], [-0.25, 2.03, -1.47], [0.02, 0.04, 0.04], [-0.20, -0.16, 0.17], [0.16, 0.02, -0.15], [0.09, -0.28, 0.05], [-0.11, -0.12, -0.10], [-0.01, -0.21, 0.24], [0.22, 0.07, -0.20], [0.07, -0.13, 0.21], [0.12, -0.09, 0.11], [-0.06, 0.24, -0.06], [-0.02, 0.18, 0.06], [-0.06, -0.06, -0.13], [4.47, 1.87, 0.74], [-3.14, -1.31, -1.21], [0.68, -0.38, -0.18], [0.35, 1.57, -0.85], [-2.28, -6.56, 0.33], [1.18, 3.53, -0.92], [1.14, 3.17, 0.55], [-0.87, -2.10, -0.06], [0.66, 1.09, 0.32], [-0.36, -1.27, 0.35], [0.15, 1.79, 0.65], [-0.21, -0.51, -0.78], [0.10, 0.18, 0.42], [-0.12, -0.54, -0.26], [-0.15, -0.27, -0.12], [-0.09, -0.02, 0.12], [0.30, 0.37, 0.28], [-0.07, -0.39, 0.11]], "gap_ev": [5.01, 5.86], "energy_ev": -51506.5139, "multiplicity": 5, "homo_ha": [-0.4270, -0.5810], "e_above_lowest_kj_mol": 0.0, "largest_force_ev_per_a": 6.95, "lumo_energy_ev": [-6.61, -9.95], "total_charge": 2}

{"formula": "C11H18ClNO", "method": "wB97M-V/def2-TZVPD", "elements": ["C", "C", "C", "C", "C", "C", "C", "C", "C", "C", "C", "N", "O", "Cl", "H", "H", "H", "H", "H", "H", "H", "H", "H", "H", "H", "H", "H", "H", "H", "H", "H", "H"], "xyz": [[-0.86119, -2.11136, -1.63159], [0.34335, 1.43204, -1.36046], [1.48608, 0.46455, -1.01606], [-1.82872, 0.14094, -0.92265], [-0.78018, 1.13088, -0.35421], [-1.34038, -0.88764, -1.89620], [1.13043, -0.13504, 0.31767], [-0.01641, 0.64932, 0.90467], [1.71374, -1.20040, 0.84694], [0.57709, 1.87576, 1.62268], [-0.86711, -0.10758, 1.92305], [-0.41475, -2.99598, -2.59684], [-0.73717, -2.59322, -0.35939], [-1.49014, -0.44480, -3.58783], [0.67017, 2.46730, -1.25740], [0.00527, 1.30416, -2.38514], [1.59504, -0.31627, -1.76995], [2.44403, 0.98652, -0.95071], [-2.33044, -0.36987, -0.10045], [-2.58411, 0.73448, -1.44233], [-1.32395, 2.04648, -0.10471], [-0.02201, -2.12580, 0.11126], [1.43832, -1.59424, 1.80973], [2.53110, -1.69586, 0.34912], [-0.22005, 2.48360, 2.04566], [1.15917, 2.49185, 0.94446], [1.22993, 1.55164, 2.43054], [-1.19238, -1.07679, 1.55698], [-1.74615, 0.48263, 2.17503], [-0.29799, -0.26524, 2.83653], [-0.80710, -2.86302, -3.51667], [-0.39298, -3.95498, -2.28901]], "forces_ev_per_a": [[0.11, 0.12, -0.14], [-0.05, 0.19, -0.04], [0.19, 0.10, -0.20], [0.13, 0.04, 0.16], [-0.16, -0.01, -0.08], [0.00, -0.08, 0.11], [-0.14, -0.02, -0.10], [-0.21, 0.02, 0.26], [0.17, -0.07, 0.11], [0.02, -0.12, -0.11], [0.21, 0.05, -0.17], [-0.03, -0.10, 0.06], [-0.17, -0.10, -0.11], [0.02, -0.05, -0.10], [0.01, -0.01, -0.01], [0.03, 0.08, -0.01], [0.03, -0.01, 0.01], [0.02, -0.04, -0.03], [-0.10, 0.01, -0.01], [-0.03, -0.08, 0.07], [0.01, -0.01, 0.07], [0.02, 0.07, -0.19], [-0.15, -0.05, 0.29], [0.16, -0.08, -0.15], [-0.10, 0.09, 0.02], [0.10, 0.14, -0.06], [0.06, -0.01, 0.08], [-0.09, -0.06, 0.01], [-0.11, 0.03, 0.06], [0.03, -0.03, 0.13], [0.05, -0.03, 0.04], [-0.03, 0.01, 0.05]], "gap_ev": 8.71, "energy_ev": -27758.8638, "homo_ha": -0.2896, "e_above_lowest_kj_mol": 0.0, "largest_force_ev_per_a": 0.34, "lumo_energy_ev": 0.83}